[1]
Density functional theory data (ωB97M-V/def2-TZVPD) for a molecular structure, C5H20BrFeN10O5 in a non-equilibrium geometry.

Computed properties:
lowest unoccupied orbital energy (spin up / spin down)	-4.90 / -6.75	eV
orbital gap (spin up / spin down)	9.76 / 7.74	eV
E_HOMO (spin up / spin down)	-14.66 / -14.49	eV
energy	-4963.6864	Eh
multiplicity	6
charge	+2
expectation value of S²	8.757

Each line ends with the natural charge from an NBO analysis.
Atoms and positions in Å:
H 2.400 23.662 -12.227  0.408
N 10.639 25.317 -15.474  -0.779
C 3.911 24.784 -12.655  0.803
N 8.741 22.255 -13.417  -0.792
O 6.635 27.447 -14.331  -0.745
H 3.702 26.364 -11.415  0.429
N 6.594 25.059 -17.917  -0.811
H 4.971 23.084 -16.247  0.407
O 8.553 25.688 -14.690  -0.744
N 5.414 23.553 -17.024  -0.785
C 6.681 28.584 -14.724  0.807
C 7.465 22.624 -13.487  0.813
N 7.621 29.353 -14.285  -0.775
H 3.488 23.103 -13.583  0.404
H 6.805 24.385 -18.639  0.419
Fe 6.739 25.647 -13.808  1.769
C 9.461 25.870 -15.538  0.804
H 2.506 25.056 -11.338  0.391
H 5.652 21.863 -13.026  0.412
N 3.351 25.464 -11.711  -0.775
H 8.907 21.443 -12.839  0.392
H 7.040 20.964 -12.517  0.414
N 5.740 29.182 -15.399  -0.789
H 4.991 28.547 -15.637  0.421
C 6.092 24.654 -16.784  0.811
H 9.504 22.902 -13.554  0.413
H 5.293 23.240 -17.976  0.411
H 8.569 26.822 -17.169  0.407
N 3.192 23.731 -12.850  -0.788
O 7.217 23.732 -13.850  -0.730
H 6.768 26.043 -18.066  0.402
H 5.678 30.187 -15.476  0.426
H 10.198 26.415 -17.270  0.399
H 11.291 25.392 -16.242  0.404
H 8.468 29.009 -13.856  0.437
N 6.656 21.759 -13.008  -0.775
H 7.359 30.327 -14.338  0.403
O 6.102 25.196 -15.680  -0.753
Br 7.455 25.922 -11.468  -0.465
O 4.829 25.141 -13.304  -0.737
N 9.363 26.407 -16.701  -0.779
H 10.909 24.747 -14.686  0.416

[2]
Density functional theory data (ωB97M-V/def2-TZVPD) for 2 unconnected molecules or ions with the total composition CH2F2IP in a non-equilibrium geometry.

Computed properties:
lowest unoccupied orbital energy (spin up / spin down)	-1.26 / -2.13	eV
orbital gap (spin up / spin down)	8.63 / 6.88	eV
E_HOMO (spin up / spin down)	-9.89 / -9.01	eV
energy	-877.9271	Eh
charge	0

Each line ends with the natural charge from an NBO analysis.
Atoms and positions in Å:
F -3.854 1.868 0.776  -0.333
F -4.684 1.962 -1.206  -0.334
P -0.508 -1.268 0.175  0.111
I -5.087 -0.593 -0.143  0.061
H -0.771 0.117 0.217  -0.056
C -4.949 1.587 0.049  0.607
H -1.883 -1.567 -0.079  -0.057

[3]
Density functional theory data (ωB97M-V/def2-TZVPD) for a molecular structure, C23H25As2BCrF7N4O3S3Se in a non-equilibrium geometry.

Computed properties:
lowest unoccupied orbital energy (spin up / spin down)	4.09 / 4.09	eV
orbital gap (spin up / spin down)	4.68 / 6.34	eV
E_HOMO (spin up / spin down)	-0.59 / -2.25	eV
energy	-11172.4181	Eh
multiplicity	6
charge	-2
expectation value of S²	8.904

Each line ends with the natural charge from an NBO analysis.
Atoms and positions in Å:
C -0.022 1.531 3.783  -0.224
C -1.485 2.750 -3.071  0.262
C 0.608 0.330 3.436  -0.339
H 3.301 -5.487 -0.050  0.193
H 1.580 -3.732 0.127  0.234
H 1.491 -1.465 4.215  0.236
F -2.013 -4.779 -3.390  -0.333
H 5.203 -5.234 -1.622  0.186
C -2.416 5.682 -5.015  -0.641
H 2.162 -2.395 2.282  0.256
As -1.014 2.557 2.429  0.927
S -0.316 2.441 -1.765  0.305
S -1.971 -2.264 -2.661  2.351
F -0.300 -3.003 0.787  -0.583
H 5.366 -3.205 -3.048  0.197
N 1.627 -1.402 -1.275  -0.902
H -0.831 4.757 3.751  0.215
B -0.994 -2.982 2.048  1.353
H -2.153 6.367 -4.211  0.229
C -2.644 1.489 2.642  -0.940
C 3.581 -2.312 -2.263  0.055
S -2.439 0.610 -0.637  -0.045
C 1.045 -0.100 5.785  -0.232
C -1.121 -3.777 -3.265  0.695
F -1.705 -4.160 2.207  -0.555
H -3.466 1.121 -5.022  0.202
As 1.020 -0.237 1.582  0.998
C 1.089 -0.492 4.456  -0.194
F -1.819 -1.857 2.062  -0.549
C 0.518 1.137 6.117  -0.215
H -3.391 1.828 1.928  0.227
H -2.423 0.445 2.428  0.265
C -0.877 1.127 -0.762  -0.771
H -2.392 4.588 2.937  0.223
F -0.013 -2.860 3.053  -0.575
C -2.939 1.974 -4.606  0.099
C 2.498 -2.448 -1.330  0.175
C 3.383 -4.593 -0.657  -0.234
H -1.698 5.823 -5.827  0.217
C 2.096 1.305 1.059  -0.948
O -2.395 -2.602 -1.325  -0.953
C -3.099 3.251 -5.120  -0.349
H -0.474 2.877 5.400  0.198
H -3.012 1.591 3.666  0.197
F -0.570 -3.573 -4.473  -0.326
N -1.562 4.023 -3.484  -0.487
H -3.407 5.929 -5.399  0.204
H -2.112 3.732 4.461  0.204
C -2.361 4.266 -4.517  0.243
H 3.081 -1.516 1.046  0.248
H 1.427 -0.762 6.552  0.199
C -0.026 1.932 5.119  -0.275
H 0.502 1.475 7.147  0.192
C -1.643 4.063 3.533  -0.968
H -3.759 3.450 -5.954  0.204
Cr -0.332 -0.965 -0.503  1.071
C 2.519 -1.416 1.973  -0.950
C 2.416 -3.612 -0.546  -0.281
N -2.127 1.715 -3.594  -0.432
C 4.554 -3.330 -2.341  -0.252
N 3.613 -1.201 -3.029  -0.713
C 4.455 -4.452 -1.548  -0.264
H 2.678 1.640 1.920  0.210
H 1.455 2.106 0.698  0.246
H 3.148 -0.964 2.742  0.209
F -0.163 -4.181 -2.439  -0.304
O -2.968 -2.033 -3.669  -0.955
O -0.882 -1.267 -2.608  -1.016
H 2.755 0.981 0.253  0.241
Se 2.163 -0.236 -2.601  0.840

[4]
Density functional theory data (ωB97M-V/def2-TZVPD) for 7 unconnected molecules or ions with the total composition C7H16Cl10N2O4.

Computed properties:
lowest unoccupied orbital energy	0.26	eV
orbital gap	11.00	eV
E_HOMO	-10.75	eV
energy	-5288.5109	Eh
charge	0
SMILES	C[N+](=O)[O-].C[N+](=O)[O-].ClCCl.ClCCl.ClCCl.ClCCl.ClCCl

Each line ends with the natural charge from an NBO analysis.
Atoms and positions in Å:
O 4.399 3.521 1.047  -0.371
H -5.934 2.276 1.791  0.227
H 3.408 3.321 3.377  0.234
H 2.170 3.077 2.171  0.239
Cl 0.779 0.484 1.234  -0.048
H -0.429 0.509 -0.768  0.232
H -0.980 -1.399 -3.056  0.239
Cl -3.660 2.461 1.211  -0.034
C -5.216 1.621 1.319  -0.389
O -2.672 -3.140 -3.682  -0.397
N -2.650 -2.015 -4.156  0.538
Cl 2.190 -0.882 -2.201  -0.063
H -3.333 -3.003 -0.768  0.237
H -5.508 1.348 0.313  0.229
Cl 0.629 2.602 -0.772  -0.016
H -1.602 -0.222 -4.244  0.230
C 3.311 -0.084 -1.071  -0.386
H 2.735 -3.275 2.834  0.224
C -2.971 -2.085 -0.322  -0.393
C 2.549 -2.207 2.838  -0.405
H 2.840 0.825 -0.733  0.225
Cl 1.399 -1.849 4.133  -0.027
Cl -5.098 0.138 2.271  -0.026
N 4.039 2.489 1.563  0.539
O 4.367 1.372 1.205  -0.390
Cl 4.062 -1.333 3.025  -0.008
H 2.094 -1.932 1.892  0.221
Cl -1.196 -2.175 -0.314  -0.036
H 2.765 1.635 3.027  0.235
H -3.313 -1.973 0.699  0.231
H 3.505 -0.769 -0.257  0.221
C -0.213 1.258 -0.014  -0.400
Cl -3.539 -0.726 -1.283  -0.030
Cl 4.855 0.328 -1.805  -0.007
H -0.721 -1.648 -4.837  0.238
C -1.371 -1.266 -4.057  -0.488
O -3.576 -1.466 -4.700  -0.365
H -1.142 1.575 0.441  0.232
C 3.030 2.611 2.648  -0.488

[5]
Density functional theory data (ωB97M-V/def2-TZVPD) for a single C8H14 molecule.

Computed properties:
lowest unoccupied orbital energy	1.10	eV
orbital gap	10.23	eV
E_HOMO	-9.13	eV
energy	-313.1612	Eh
charge	0
SMILES	C=CCC(=C)CCC

Each line ends with the natural charge from an NBO analysis.
Atoms and positions in Å:
C 2.550 -1.147 0.068  -0.603
H 2.660 1.014 0.257  0.202
H 0.664 0.698 -2.548  0.196
H -2.048 -1.229 -0.755  0.225
H 3.621 -1.291 -0.053  0.208
H 2.074 -1.849 -0.613  0.205
C -0.491 0.197 -0.839  0.049
H -2.298 -1.202 1.571  0.199
H -2.646 0.382 -0.820  0.230
C 2.043 0.263 -0.221  -0.392
H 2.296 -1.443 1.085  0.196
H 2.116 0.407 -1.296  0.199
H -2.407 0.772 2.958  0.197
C -2.166 0.842 1.904  -0.393
C 0.575 0.413 0.208  -0.446
C -2.174 -0.226 1.125  -0.169
H -1.967 1.862 1.595  0.191
H 0.416 -0.243 1.060  0.213
H -1.096 0.211 -2.838  0.195
H 0.430 1.409 0.639  0.221
C -1.867 -0.226 -0.354  -0.496
C -0.285 0.386 -2.133  -0.427

[6]
Density functional theory data (ωB97M-V/def2-TZVPD) for a single C2H3FO molecule.

Computed properties:
lowest unoccupied orbital energy	0.86	eV
orbital gap	12.41	eV
E_HOMO	-11.54	eV
energy	-253.1272	Eh
charge	0
SMILES	CC(=O)F

Each line ends with the natural charge from an NBO analysis.
Atoms and positions in Å:
O 2.384 1.125 0.000  -0.517
F 2.277 -1.069 0.000  -0.358
H -0.092 -0.507 -0.890  0.250
C 0.216 0.038 0.002  -0.743
C 1.695 0.169 0.001  0.876
H -0.247 1.019 0.021  0.242
H -0.092 -0.544 0.869  0.249